Record 1
# C7H23BrCuN7O4

A molecular structure, C7H23BrCuN7O4 in a non-equilibrium geometry (ωB97M-V with the def2-TZVPD basis set, OMol25).

ΔE to the lowest compared entry with this formula, charge and spin, eV: 4.627
Molar mass, g/mol: 412.756
Orbital gap (alpha / beta), eV: 7.870 / 3.396
Strongest force on any atom, eV/A: 2.04
HOMO level (alpha / beta), eV: -11.70 / -11.70
Total charge: +1
Spin multiplicity: 2
LUMO level (alpha / beta), hartree: -0.141 / -0.305

Each line ends with the Löwdin charge.
Cartesian coordinates (Å):
Cu (-12.1133, -10.0052, 16.9178)  0.421
Br (-11.6888, -12.2279, 18.4376)  0.096
C (-8.6100, -12.9632, 21.5361)  -0.681
O (-7.6522, -13.5525, 22.0048)  0.031
N (-8.7159, -12.5868, 20.2188)  0.129
N (-9.6865, -12.5854, 22.3069)  0.148
H (-7.9477, -12.7476, 19.5982)  0.100
H (-9.5476, -12.1010, 19.9155)  -0.031
H (-9.7531, -12.8884, 23.2602)  0.103
H (-10.5384, -12.2790, 21.8736)  0.057
C (-15.2380, -11.1357, 16.5037)  -0.631
O (-14.0875, -10.7408, 16.2665)  -0.061
N (-15.5150, -11.8348, 17.6376)  0.181
N (-16.2562, -10.8982, 15.6500)  0.184
H (-14.7056, -11.9941, 18.2176)  0.042
H (-16.4394, -11.8553, 18.0278)  0.114
H (-17.1311, -11.3893, 15.6186)  0.115
H (-16.1054, -10.2540, 14.8935)  0.118
C (-11.6200, -16.3667, 17.9367)  -0.501
O (-11.2468, -17.5895, 17.8611)  0.323
N (-10.7400, -15.4902, 18.4520)  0.250
N (-12.7598, -15.9066, 17.4280)  0.247
H (-11.0436, -14.5247, 18.3242)  -0.043
H (-10.0706, -15.8238, 19.1304)  0.151
H (-13.0856, -14.9764, 17.6695)  0.103
H (-13.4753, -16.5321, 17.0875)  0.147
C (-15.4048, -12.7419, 22.9833)  -0.044
C (-14.3097, -13.0874, 21.9895)  -0.438
C (-14.8564, -13.5581, 20.6566)  -0.254
O (-15.7448, -14.6349, 20.7070)  -0.161
C (-15.1633, -15.8340, 21.1240)  -0.109
N (-13.4953, -11.8922, 21.7119)  0.042
H (-16.3076, -12.4320, 22.4430)  0.085
H (-15.1670, -11.9624, 23.6975)  0.079
H (-15.7640, -13.6528, 23.4734)  0.080
H (-13.6684, -13.8874, 22.3811)  0.127
H (-14.0210, -13.7529, 19.9524)  0.082
H (-15.3575, -12.7176, 20.1607)  0.113
H (-14.7639, -15.7705, 22.1406)  0.088
H (-14.3412, -16.1224, 20.4487)  0.077
H (-15.8772, -16.6542, 21.1218)  0.095
H (-13.0998, -11.9304, 20.7756)  -0.034
H (-12.7390, -11.7717, 22.3676)  0.061

***

Record 2
# C7H23BrCuN7O4

A molecular structure, C7H23BrCuN7O4 in a non-equilibrium geometry (ωB97M-V with the def2-TZVPD basis set, OMol25).

ΔE to the lowest compared entry with this formula, charge and spin, eV: 3.497
Molar mass, g/mol: 412.756
Orbital gap (alpha / beta), eV: 8.602 / 4.237
Strongest force on any atom, eV/A: 1.87
HOMO level (alpha / beta), eV: -11.87 / -11.87
Total charge: +1
Spin multiplicity: 2
LUMO level (alpha / beta), hartree: -0.120 / -0.281

Each line ends with the Löwdin charge.
Cartesian coordinates (Å):
Cu (4.9052, -0.2854, -0.7488)  0.300
Br (2.3632, -0.2994, -0.9415)  0.030
C (1.1113, 3.9287, -0.3732)  -0.519
O (1.3699, 5.1714, -0.4913)  0.281
N (-0.1710, 3.5340, -0.5372)  0.252
N (2.0074, 2.9834, -0.0950)  0.212
H (-0.4219, 2.5780, -0.1222)  0.083
H (-0.8653, 4.2031, -0.8387)  0.141
H (2.9640, 3.2452, 0.0717)  0.134
H (1.6853, 2.0485, 0.1215)  0.014
C (-0.0720, -2.7921, 1.6228)  -0.683
O (0.0322, -1.7601, 2.2528)  0.009
N (0.0833, -2.8589, 0.2684)  0.155
N (-0.4997, -3.9724, 2.2188)  0.145
H (-0.2537, -3.6391, -0.2625)  0.100
H (0.3524, -2.0255, -0.2179)  -0.009
H (-0.6349, -3.9054, 3.2125)  0.099
H (-0.1367, -4.8540, 1.8984)  0.093
C (4.8489, -1.8640, -3.6587)  -0.629
O (5.2158, -1.2122, -2.6733)  -0.074
N (3.5828, -1.7180, -4.1460)  0.174
N (5.6337, -2.8002, -4.2446)  0.181
H (2.9873, -1.1305, -3.5837)  0.036
H (3.3239, -2.0556, -5.0522)  0.106
H (5.3266, -3.3305, -5.0373)  0.109
H (6.5564, -2.9523, -3.8825)  0.116
C (-2.7634, -0.6430, 0.5401)  -0.044
C (-2.4249, 0.8387, 0.6517)  -0.401
C (-2.8402, 1.4369, 1.9715)  -0.198
O (-4.2478, 1.2361, 2.0705)  -0.201
C (-4.9179, 2.0861, 2.9959)  -0.086
N (-0.9750, 1.0440, 0.4493)  0.025
H (-3.8291, -0.8071, 0.7216)  0.085
H (-2.2682, -1.2377, 1.3114)  0.071
H (-2.5429, -0.9954, -0.4662)  0.081
H (-2.9657, 1.3640, -0.1407)  0.144
H (-2.6788, 2.5186, 2.0348)  0.117
H (-2.3409, 0.9181, 2.8029)  0.141
H (-5.8994, 2.2738, 2.5537)  0.090
H (-4.4611, 3.0783, 3.0637)  0.083
H (-5.0117, 1.5747, 3.9508)  0.090
H (-0.6716, 0.5833, -0.4112)  0.064
H (-0.4554, 0.4941, 1.1401)  0.082

***

Record 3
# C7H23N7O4

A molecular structure, C7H23N7O4 in a non-equilibrium geometry (ωB97M-V with the def2-TZVPD basis set, OMol25).

ΔE to the lowest compared entry with this formula, charge and spin, eV: 9.833
Molar mass, g/mol: 269.306
Orbital gap, eV: 7.208
Strongest force on any atom, eV/A: 8.37
HOMO level, eV: -7.59
Spin multiplicity: 1
LUMO level, hartree: -0.014

Each line ends with the Löwdin charge.
Cartesian coordinates (Å):
C (-24.6290, -22.8540, -7.0176)  -0.041
C (-23.5062, -23.8607, -6.8282)  -0.333
C (-22.9208, -24.0665, -5.3959)  -0.148
O (-22.6383, -22.8882, -4.6652)  -0.209
C (-21.5720, -22.0033, -5.0606)  -0.069
N (-23.9938, -25.1475, -7.2551)  0.061
H (-25.1670, -22.7745, -7.9623)  0.092
H (-24.3124, -21.8650, -6.6864)  0.099
H (-25.5355, -23.1480, -6.4886)  0.055
H (-22.7562, -23.5806, -7.5679)  0.141
H (-21.9049, -24.4033, -5.6020)  0.117
H (-23.4452, -24.6840, -4.6667)  0.139
H (-21.4708, -21.2421, -4.2871)  0.094
H (-21.7591, -21.5413, -6.0300)  0.080
H (-20.6874, -22.6366, -5.1277)  0.085
H (-23.2251, -25.7916, -7.3755)  0.145
H (-24.3091, -24.9451, -8.1930)  0.113
C (-26.6058, -24.6166, -10.8125)  -0.806
O (-27.2269, -23.6743, -11.2302)  0.062
N (-25.7733, -25.4180, -11.4384)  0.171
N (-26.7032, -24.8734, -9.5683)  0.153
H (-25.7149, -25.3026, -12.4402)  0.121
H (-25.2993, -26.2081, -11.0248)  0.108
H (-27.0227, -24.1907, -8.8961)  0.097
H (-26.2479, -25.7155, -9.2465)  0.107
C (-29.3665, -25.8928, -3.4899)  -0.845
O (-30.1730, -26.2519, -2.7493)  0.072
N (-28.4152, -25.0332, -3.3226)  0.163
N (-29.2086, -26.4702, -4.6650)  0.137
H (-27.8043, -24.8953, -4.1149)  0.004
H (-28.2540, -24.6369, -2.4076)  0.113
H (-29.9085, -27.1351, -4.9621)  0.104
H (-28.4197, -26.2998, -5.2722)  -0.092
C (-26.7063, -25.3635, -6.0120)  -0.597
O (-27.5903, -25.5358, -5.2387)  0.041
N (-25.5272, -26.0058, -6.0447)  0.192
N (-26.7032, -24.3720, -6.8273)  0.132
H (-25.2464, -26.7230, -5.3913)  0.121
H (-24.7113, -25.5654, -6.4452)  -0.185
H (-27.4304, -23.7256, -6.5562)  0.172
H (-25.9663, -24.2000, -7.4962)  0.036

***

Record 4
# C7H23NO3PPb

A molecular structure, C7H23NO3PPb in a non-equilibrium geometry (ωB97M-V with the def2-TZVPD basis set, OMol25).

Molar mass, g/mol: 407.439
Orbital gap (alpha / beta), eV: 4.222 / 4.222
Strongest force on any atom, eV/A: 3.40
HOMO level (alpha / beta), eV: -1.16 / -1.16
Total charge: -1
Spin multiplicity: 1
LUMO level (alpha / beta), hartree: 0.112 / 0.112

Each line ends with the Löwdin charge.
Cartesian coordinates (Å):
C (0.0265, 1.2447, -2.8042)  -0.160
Pb (0.1608, -0.0498, -0.2758)  0.784
N (0.3761, -0.6816, 2.1299)  -0.123
H (-0.0877, 1.6611, 0.6565)  -0.163
H (-0.5802, -0.6657, 2.5194)  0.020
H (0.7264, 1.1205, -1.9618)  -0.160
H (0.0671, 2.3058, -3.0538)  0.020
H (-1.0080, 0.9590, -2.5820)  0.008
H (0.4309, 0.6356, -3.6200)  0.032
H (0.8144, -1.6385, 2.0711)  0.049
H (1.0043, 0.0579, 2.4729)  0.015
C (-3.3572, 0.9461, 3.1363)  -0.118
C (-3.2182, 0.9786, 1.6463)  -0.399
O (-3.5844, -0.3684, 1.1697)  -0.460
P (-2.4110, -0.7011, 0.0056)  0.754
O (-1.8348, -2.1284, 0.7363)  -0.471
C (-2.8632, -3.1762, 0.9285)  -0.318
C (-2.3071, -4.2159, 1.8596)  -0.105
O (-1.6743, -1.2341, -1.7307)  -0.680
C (-2.4137, -2.1811, -2.4467)  -0.441
C (-1.5182, -3.3836, -2.5503)  -0.121
H (-4.3652, 0.6206, 3.4059)  0.068
H (-3.1869, 1.9561, 3.5018)  0.061
H (-2.6259, 0.2701, 3.5945)  0.063
H (-3.9239, 1.6252, 1.1268)  0.095
H (-2.1826, 1.2899, 1.3713)  0.015
H (-3.8073, -2.7637, 1.3263)  0.101
H (-3.0360, -3.5759, -0.0788)  0.086
H (-2.1642, -3.8121, 2.8653)  0.069
H (-3.0355, -5.0303, 1.9148)  0.066
H (-1.3647, -4.6103, 1.4755)  0.068
H (-3.3669, -2.3813, -1.9263)  0.072
H (-2.6244, -1.7108, -3.4146)  0.093
H (-1.2633, -3.7735, -1.5606)  0.060
H (-2.0459, -4.1415, -3.1168)  0.050
H (-0.5959, -3.1107, -3.0669)  0.067